The following is a DFT calculation (the ωB97M-V functional and the def2-TZVPD basis) of a 2-piece molecular cluster, C6H14N2O2 overall.

```
24
Properties=species:S:1:pos:R:3:lowdin_charge:R:1
H -0.5150 0.0463 -0.4007 0.05
N -1.0730 -0.6008 -0.9183 -0.02
H 1.2031 -2.8232 -1.6824 0.09
H 0.1058 3.7369 1.0908 0.09
H -0.9722 2.7917 2.1632 0.07
O 1.0019 1.0585 0.1938 0.01
H -2.7693 -1.5590 -0.0481 0.10
H 2.3694 -0.2893 1.5167 0.06
C 0.8383 -1.7835 -1.9570 -0.02
H 2.5604 -0.3613 3.2350 0.09
H 1.0947 -1.7455 -3.0059 0.06
H -1.0515 2.6782 0.3087 0.13
H 1.0263 1.4538 3.3200 0.12
N 1.0467 0.9101 2.4597 -0.01
H -2.7335 0.3180 -0.2505 0.03
H -2.9357 -0.6607 -1.7033 0.12
C 0.6488 1.5704 1.2441 -0.49
C 2.3730 0.3226 2.3821 -0.11
H 1.5159 -1.1108 -1.2452 0.10
C -0.6998 -1.5718 -1.9427 -0.49
C -0.3388 2.7278 1.2776 -0.01
C -2.4941 -0.6175 -0.6111 -0.10
O -1.4862 -2.2616 -2.5572 0.04
H 3.1957 1.0966 2.4597 0.11
```

Output
- charge = 0
- M (g/mol) = 146.2
- Kohn-Sham gap (Eh) = 0.3474
- structure (SMILES) = CNC(C)=O.CNC(C)=O
- E_LUMO (eV) = 0.56
- E_HOMO (eV) = -8.90